No. 1
{"formula": "C2H5NO4", "method": "ωB97M-V/def2-TZVPD", "total_charge": 0, "smiles": "O=CNC(=O)O.O", "homo_ev": -11.116, "relative_energy_kj_mol": 156.1, "symbols": ["H", "C", "O", "O", "C", "H", "N", "H", "H", "H", "O", "O"], "xyz": [[-1.62729, -1.05332, 1.89900], [-1.40997, -1.38660, -0.34546], [3.62052, 2.86789, -3.76581], [0.91613, 0.49787, 1.52819], [-0.06022, -0.15564, 1.37281], [-0.92068, -1.99897, -1.12204], [-0.67901, -0.25072, 0.07470], [3.13026, 2.85038, -4.58928], [3.41886, 3.72711, -3.38060], [0.00255, -0.00333, -0.63526], [-0.73053, -0.92467, 2.25132], [-2.54864, -1.54394, -0.00399]], "atomic_forces_ev_per_a": [[-0.01, -0.21, 0.17], [-0.53, 1.19, -0.52], [0.03, 0.07, 0.15], [0.16, -0.12, 0.72], [-1.35, -0.63, -1.36], [-0.05, 0.01, 0.12], [1.13, -0.42, -0.32], [-0.07, -0.02, -0.16], [0.04, -0.06, 0.01], [0.11, 0.19, 0.23], [0.41, 0.76, 0.39], [0.14, -0.77, 0.57]], "lowdin_charge": [0.101, -0.291, -0.060, 0.146, -0.564, 0.143, 0.115, 0.027, 0.033, 0.138, 0.129, 0.083]}

---

No. 2
{"formula": "C2H5NO4", "method": "ωB97M-V/def2-TZVPD", "total_charge": 0, "smiles": "O=CNC(=O)O.O", "homo_ev": -11.027, "relative_energy_kj_mol": 102.6, "symbols": ["H", "H", "N", "O", "O", "O", "O", "C", "H", "H", "C", "H"], "xyz": [[2.28811, -0.61568, 0.70287], [-0.29491, -2.50110, -0.26332], [0.28904, -0.63911, -0.36401], [-2.62999, 1.82378, 0.65437], [2.30653, 0.33618, 0.42405], [1.70361, -2.31234, 0.31344], [0.99119, 1.39048, -1.07201], [1.26731, 0.43185, -0.42466], [-0.63218, -0.32348, -0.60348], [-2.31606, 2.48911, 0.05524], [0.62922, -1.91329, -0.07629], [-3.60187, 1.83359, 0.65379]], "atomic_forces_ev_per_a": [[0.56, 0.35, 0.12], [0.66, -0.73, 0.33], [2.41, 1.17, 0.21], [-0.52, -0.84, 0.57], [-0.88, -1.09, -0.93], [0.04, 0.19, -0.01], [0.36, 0.41, -0.33], [-0.95, 0.35, 1.16], [-0.30, -0.32, -0.25], [-0.02, 0.55, -0.45], [-1.98, -0.27, -0.25], [0.62, 0.22, -0.18]], "lowdin_charge": [0.096, 0.145, 0.146, -0.060, 0.138, 0.049, 0.132, -0.535, 0.143, 0.022, -0.320, 0.044]}

---

No. 3
{"formula": "C2H5NO4", "method": "ωB97M-V/def2-TZVPD", "total_charge": 0, "spin_multiplicity": 3, "homo_ev": [-8.633, -11.206], "relative_energy_kj_mol": 46.1, "symbols": ["H", "N", "H", "C", "H", "H", "O", "H", "O", "O", "C", "O"], "xyz": [[-0.07442, -0.28819, 1.72051], [-0.57699, -1.31045, -1.01357], [0.97079, 1.02672, -1.82610], [-0.24167, 0.23268, -0.67366], [1.62535, -1.02379, 1.46578], [1.37606, 0.72541, 1.86049], [0.06784, 0.66397, -1.93738], [-1.93408, 0.12321, 0.09663], [-1.77774, -1.41185, -1.02523], [0.89871, 0.51164, 0.05984], [0.92543, -0.08412, 1.34316], [-1.25928, 0.83477, -0.07048]], "atomic_forces_ev_per_a": [[0.08, -0.03, 0.02], [0.64, 1.05, 1.50], [-0.56, -0.14, -0.48], [2.79, 0.54, -1.53], [-1.48, 1.68, -0.74], [0.32, 0.28, 1.44], [0.28, 1.06, 0.04], [0.34, 1.24, -0.23], [-1.23, -1.19, -0.34], [-0.19, -2.16, -0.69], [1.49, -1.10, 0.46], [-2.48, -1.23, 0.54]], "mulliken_spin": [0.006, 0.992, 0.000, 0.141, 0.003, -0.001, 0.047, 0.002, 0.758, 0.034, -0.004, 0.022]}

---

No. 4
{"formula": "C2H5NO4", "method": "ωB97M-V/def2-TZVPD", "total_charge": 0, "spin_multiplicity": 3, "homo_ev": [-8.384, -11.754], "relative_energy_kj_mol": 0.0, "symbols": ["O", "H", "H", "O", "O", "H", "H", "C", "O", "H", "N", "C"], "xyz": [[-1.17371, -0.00650, 1.31996], [2.34033, 0.59315, 0.10776], [-1.23644, 2.01059, -0.75848], [-3.09062, -1.00516, -0.17884], [0.35450, 0.80859, -0.15809], [1.65100, -0.86432, -0.33612], [1.51295, -0.25245, 1.33875], [-0.87708, 0.76586, 0.47291], [-1.69874, 1.73286, 0.01057], [-2.34476, -1.12831, 0.49965], [-2.67097, -0.38271, -1.18948], [1.45812, -0.01713, 0.24842]], "atomic_forces_ev_per_a": [[-0.09, -0.90, 1.10], [0.08, 0.47, -0.22], [0.33, 1.09, -1.55], [-0.15, -1.57, 2.24], [-1.21, 0.13, 0.25], [-0.64, -1.40, -0.95], [-0.80, 0.02, -0.84], [1.30, 0.85, -1.03], [0.96, -1.24, 1.50], [-0.96, 0.42, -0.62], [0.60, 0.66, -1.98], [0.59, 1.46, 2.09]], "mulliken_spin": [0.002, 0.000, -0.004, 0.224, 0.014, -0.001, 0.000, -0.015, 0.030, 0.056, 1.690, 0.003]}

---

No. 5
{"formula": "C2H5NO6S2", "method": "ωB97M-V/def2-TZVPD", "total_charge": 0, "homo_ev": [-9.452, -9.453], "relative_energy_kj_mol": 68.2, "symbols": ["O", "C", "S", "H", "H", "O", "N", "C", "H", "O", "H", "O", "O", "S", "H", "O"], "xyz": [[-1.66806, 1.41740, -0.23128], [0.65638, -1.06804, -0.79680], [1.49275, 0.36935, -0.03052], [0.61099, -3.17855, -0.51725], [-0.56707, 3.20007, 0.23083], [1.57859, 0.19064, 1.35833], [0.64476, -2.18295, -0.05169], [-0.56094, 2.04092, 0.34787], [-0.39962, 1.59583, 1.30035], [0.65834, 1.76331, -0.29985], [0.70875, -1.30610, -1.82163], [-1.70737, -0.62504, 1.29938], [2.69097, 0.62615, -0.80409], [-1.68263, -0.22365, -0.10221], [0.41003, -2.01170, 0.88923], [-2.86588, -0.60765, -0.77068]], "atomic_forces_ev_per_a": [[0.06, 0.66, -0.31], [-1.76, -0.59, 2.14], [1.82, 3.05, -2.73], [-0.15, 2.99, 1.53], [-0.77, -2.23, 0.61], [-0.53, -0.95, 1.47], [0.59, -1.45, -2.55], [0.23, 1.22, -0.04], [-0.45, 0.59, 1.56], [1.19, -2.17, -1.64], [0.16, 0.84, -1.36], [1.11, 0.54, -0.10], [-1.52, -0.98, 0.64], [1.34, -0.74, 0.88], [-0.17, -0.54, 1.66], [-1.16, -0.22, -1.77]], "lowdin_charge": [-0.233, -0.195, 0.651, 0.199, 0.190, -0.224, 0.070, -0.281, 0.099, -0.213, 0.107, -0.345, -0.255, 0.668, 0.078, -0.317]}

---

No. 6
{"formula": "C2H5NOS", "method": "ωB97M-V/def2-TZVPD", "total_charge": 0, "smiles": "CC(=O)NS", "homo_ev": -9.503, "relative_energy_kj_mol": 270.1, "symbols": ["S", "C", "H", "H", "H", "H", "O", "H", "N", "C"], "xyz": [[-1.95641, -0.18372, -0.26546], [0.66059, 1.05724, -0.04894], [-0.61318, -1.92233, -0.07217], [-2.17868, -0.60294, 1.15378], [-0.11258, 1.36605, -0.79611], [1.78351, 1.18817, -0.60131], [1.76695, -0.94188, -0.27682], [0.46868, 1.51841, 0.86029], [-0.49387, -1.01774, -0.04092], [0.67498, -0.46125, 0.08765]], "atomic_forces_ev_per_a": [[-0.57, -1.38, 3.87], [2.74, -0.53, -3.27], [-0.15, -5.93, -0.43], [-0.86, 1.39, -2.53], [0.79, -0.12, 0.73], [-3.23, 0.38, 2.12], [-1.45, -1.40, 2.02], [0.04, 1.42, 1.56], [-1.58, 3.34, 0.08], [4.27, 2.83, -4.14]], "lowdin_charge": [0.790, -0.068, 0.024, -0.017, 0.033, 0.163, -0.003, 0.037, -0.345, -0.613]}

---

No. 7
{"formula": "C2H5NOS", "method": "ωB97M-V/def2-TZVPD", "total_charge": 0, "homo_ev": -10.372, "relative_energy_kj_mol": 276.8, "symbols": ["H", "S", "H", "H", "C", "N", "O", "H", "C", "H"], "xyz": [[0.93162, -0.05709, 1.15138], [-1.96930, 0.74234, -0.58311], [-2.36918, 1.25607, 1.66018], [2.20136, -1.10660, -1.41890], [2.13474, -0.61457, -0.51686], [-1.67726, 1.16357, 0.84334], [-3.33472, 0.41905, -0.98813], [-0.00537, -0.82050, -0.24757], [1.02710, -0.61469, 0.17427], [3.06102, -0.36758, -0.07459]], "atomic_forces_ev_per_a": [[0.35, -0.96, -0.95], [-1.30, 0.37, 1.24], [0.97, -0.31, -1.97], [0.02, -0.74, -2.15], [0.10, -0.55, 1.15], [-0.83, -0.01, 0.56], [0.87, 0.16, 0.15], [1.74, -0.39, 0.38], [-2.77, 1.82, 1.15], [0.84, 0.61, 0.45]], "lowdin_charge": [0.061, 0.825, 0.067, 0.022, -0.073, -0.315, -0.509, 0.002, -0.118, 0.039]}

---

No. 8
{"formula": "C2H5NOS", "method": "ωB97M-V/def2-TZVPD", "total_charge": 0, "homo_ev": -9.946, "relative_energy_kj_mol": 225.5, "symbols": ["H", "O", "S", "H", "N", "H", "C", "H", "H", "C"], "xyz": [[-0.76628, 1.38867, 0.26587], [-3.63057, -0.15175, -2.68851], [-2.76161, -0.35485, -1.52501], [0.38707, 1.24875, -0.99067], [-1.60513, 0.60109, -1.44550], [0.90625, -0.52573, 0.46376], [-0.50545, 0.76516, -0.54087], [-0.48889, -1.36040, 0.44761], [0.32407, -1.28860, -0.98532], [0.04246, -0.72502, -0.12327]], "atomic_forces_ev_per_a": [[-0.57, 0.47, 1.27], [0.78, -0.18, 1.11], [0.04, 0.63, -0.78], [-0.87, -0.19, -0.33], [-0.73, 0.64, -0.88], [1.13, 0.02, 0.36], [1.31, -3.84, -0.50], [-2.79, -1.62, 2.00], [0.29, 0.01, -0.87], [1.40, 4.06, -1.37]], "lowdin_charge": [0.082, -0.513, 0.893, 0.108, -0.340, 0.051, -0.276, 0.012, 0.061, -0.078]}